No. 1
Here is the molecule C4H6N2O from OMol25. Energies are from ωB97M-V/def2-TZVPD.

## Properties
- Total charge: 0
- Multiplicity: 1
- E: -9273.2007 eV
- LUMO level: 0.819 eV
- Strongest force on any atom: 0.27 eV Å⁻¹
- Structure (SMILES): Cc1c[nH]c(O)n1
- HOMO energy: -8.176 eV

Cartesian coordinates (Å):
C: -1.714 0.655 -1.037
C: -0.491 0.278 -0.262
C: -0.106 0.698 0.974
N: 1.068 0.001 1.261
C: 1.291 -0.794 0.190
O: 2.366 -1.601 0.183
N: 0.405 -0.665 -0.754
H: -2.549 -0.008 -0.778
H: -1.531 0.556 -2.110
H: -2.022 1.683 -0.826
H: -0.498 1.454 1.638
H: 1.458 -0.170 2.173
H: 2.324 -2.088 -0.652

Results of the Mulliken charge analysis, in e, for atoms 1 through 5: number 1, C, carries -1.06; number 2, C, carries 0.66; number 3, C, carries -0.60; number 4, N, carries -0.06; number 5, C, carries 0.35

No. 2
Here is a cluster of 2 separate species, C9H13O2 in total in a non-equilibrium geometry from OMol25. Energies are from ωB97M-V/def2-TZVPD.

## Properties
- Total charge: 0
- Multiplicity: 2
- E: -13636.8684 eV
- LUMO level (spin up / spin down): 0.846 / -1.963 eV
- Strongest force on any atom: 3.97 eV Å⁻¹
- HOMO energy (spin up / spin down): -8.680 / -9.207 eV

Cartesian coordinates (Å):
O: 2.652 2.753 1.088
H: 3.525 2.607 0.686
C: -2.381 0.669 -1.293
C: -0.953 0.230 -1.610
C: -0.116 -0.060 -0.388
C: -0.143 -1.301 0.231
C: 0.557 -1.492 1.427
C: 1.353 -0.475 1.963
C: 1.498 0.743 1.312
C: 0.706 1.017 0.144
O: 0.723 2.156 -0.429
C: -0.921 -2.452 -0.362
H: -2.909 0.922 -2.218
H: -2.940 -0.123 -0.780
H: -2.366 1.557 -0.650
H: -0.982 -0.673 -2.230
H: -0.467 1.029 -2.179
H: 0.479 -2.457 1.926
H: 1.884 -0.629 2.902
H: 2.206 1.512 1.666
H: 1.952 2.753 0.329
H: -0.786 -3.344 0.259
H: -1.998 -2.245 -0.423
H: -0.572 -2.698 -1.374

Results of the Mulliken charge analysis, in e, for atoms 1 through 5: number 1, O, carries -0.75; number 2, H, carries 0.31; number 3, C, carries -1.00; number 4, C, carries -0.80; number 5, C, carries 0.52

No. 3
Here is a cluster of 2 separate species, C4H12 in total in a non-equilibrium geometry from OMol25. Energies are from ωB97M-V/def2-TZVPD.

## Properties
- Total charge: 0
- Multiplicity: 1
- E: -4341.1654 eV
- LUMO level: 1.103 eV
- Strongest force on any atom: 4.23 eV Å⁻¹
- Structure (SMILES): CC.CC
- HOMO energy: -11.103 eV

Cartesian coordinates (Å):
C: -0.168 1.431 2.240
C: -0.587 1.211 0.754
H: -0.580 0.625 2.906
H: 0.865 1.478 2.503
H: -0.672 2.377 2.649
H: -0.646 0.180 0.450
H: -1.532 1.620 0.514
H: 0.104 2.011 0.277
C: 0.753 -0.732 -1.778
C: 0.064 -1.947 -1.232
H: 0.899 -0.803 -2.870
H: 0.112 0.218 -1.564
H: 1.732 -0.452 -1.331
H: -0.712 -1.832 -0.376
H: 0.784 -2.778 -0.950
H: -0.722 -2.426 -2.106

Results of the Mulliken charge analysis, in e, for atoms 1 through 5: number 1, C, carries -0.99; number 2, C, carries -0.31; number 3, H, carries 0.28; number 4, H, carries 0.33; number 5, H, carries 0.25

No. 4
Here is a cluster of 3 separate species, C24H40BrN3O4P2S in total in a non-equilibrium geometry from OMol25. Energies are from ωB97M-V/def2-TZVPD.

## Properties
- Total charge: 0
- Multiplicity: 1
- E: -137652.1589 eV
- LUMO level: -0.353 eV
- Strongest force on any atom: 3.46 eV Å⁻¹
- Structure (SMILES): O=[PH2]c1c(Br)ccc2c1Nc1cc(P(=O)(O)O)ccc1S2.CCN(CC)CC.CCN(CC)CC
- HOMO energy: -7.879 eV

Cartesian coordinates (Å):
O: 4.091 -0.618 3.462
P: 2.639 -0.605 3.089
C: 2.294 -0.041 1.328
C: 3.182 0.959 0.656
Br: 4.759 1.791 1.463
C: 2.858 1.406 -0.709
C: 1.688 0.902 -1.411
C: 0.841 -0.066 -0.731
C: 1.095 -0.579 0.633
N: 0.210 -1.547 1.224
C: -1.185 -1.155 1.180
C: -1.947 -1.187 2.430
C: -3.355 -0.798 2.372
P: -4.322 -0.789 3.949
O: -4.321 -2.073 4.678
O: -3.580 0.363 4.931
O: -5.831 -0.186 3.587
C: -3.978 -0.417 1.093
C: -3.222 -0.379 -0.171
C: -1.816 -0.740 -0.092
S: -0.676 -0.725 -1.524
H: 1.829 0.254 3.905
H: 2.139 -1.945 3.254
H: 3.540 2.144 -1.196
H: 1.376 1.223 -2.435
H: 0.418 -1.723 2.207
H: -1.407 -1.500 3.353
H: -3.998 1.226 4.731
H: -5.677 0.740 3.297
H: -5.064 -0.159 1.154
H: -3.694 -0.082 -1.137
C: 9.715 -2.019 0.944
C: 8.198 -1.947 1.062
N: 7.496 -2.271 -0.172
C: 6.075 -1.948 -0.123
C: 5.202 -2.695 0.859
C: 7.823 -3.553 -0.778
C: 7.600 -4.815 0.061
H: 10.080 -1.370 0.144
H: 10.174 -1.689 1.879
H: 10.064 -3.036 0.753
H: 7.947 -0.921 1.346
H: 7.879 -2.588 1.894
H: 5.651 -2.059 -1.127
H: 5.975 -0.884 0.106
H: 4.980 -3.709 0.526
H: 4.248 -2.166 0.940
H: 5.636 -2.742 1.859
H: 8.874 -3.530 -1.082
H: 7.276 -3.655 -1.720
H: 7.942 -4.700 1.091
H: 8.159 -5.648 -0.375
H: 6.551 -5.111 0.074
C: -7.840 2.017 -4.339
C: -7.432 2.202 -2.883
N: -6.016 2.491 -2.701
C: -5.589 2.408 -1.311
C: -6.178 3.416 -0.321
C: -5.493 3.629 -3.446
C: -6.136 4.997 -3.202
H: -7.251 1.231 -4.817
H: -8.891 1.726 -4.392
H: -7.728 2.937 -4.916
H: -7.666 1.268 -2.363
H: -8.069 2.977 -2.435
H: -4.496 2.469 -1.266
H: -5.827 1.401 -0.947
H: -5.730 4.402 -0.433
H: -5.967 3.089 0.702
H: -7.261 3.510 -0.414
H: -5.571 3.403 -4.513
H: -4.416 3.709 -3.270
H: -7.225 4.947 -3.157
H: -5.877 5.674 -4.020
H: -5.771 5.457 -2.284

Results of the Mulliken charge analysis, in e, for atoms 1 through 5: number 1, O, carries -0.54; number 2, P, carries 0.37; number 3, C, carries 0.57; number 4, C, carries -0.34; number 5, Br, carries -0.08

No. 5
Here is the molecule C7H7F in a non-equilibrium geometry from OMol25. Energies are from ωB97M-V/def2-TZVPD.

## Properties
- Total charge: 0
- Multiplicity: 1
- E: -10085.0747 eV
- LUMO level: -0.446 eV
- Strongest force on any atom: 4.15 eV Å⁻¹
- Structure (SMILES): C=C1C=CC=C1CF
- HOMO energy: -8.675 eV

Cartesian coordinates (Å):
C: 0.996 -2.055 0.728
C: 0.179 -0.887 0.788
C: -0.860 -0.355 1.738
C: -1.586 0.606 1.210
C: -0.944 0.973 -0.082
C: 0.121 0.136 -0.303
C: 1.186 0.228 -1.330
F: 0.387 1.278 -2.125
H: 1.163 -2.809 1.626
H: 1.642 -2.404 -0.053
H: -1.113 -0.889 2.542
H: -2.701 0.731 1.632
H: -0.761 2.099 -0.440
H: 2.189 0.741 -0.929
H: 1.552 -0.846 -1.740

Results of the Mulliken charge analysis, in e, for atoms 1 through 5: number 1, C, carries -0.89; number 2, C, carries 0.51; number 3, C, carries -0.71; number 4, C, carries -0.25; number 5, C, carries -0.33

No. 6
Here is a structure of composition C5H7NO in a non-equilibrium geometry from OMol25. Energies are from ωB97M-V/def2-TZVPD.

## Properties
- Total charge: 0
- Multiplicity: 1
- E: -8830.9148 eV
- LUMO level: 0.659 eV
- Strongest force on any atom: 3.14 eV Å⁻¹
- HOMO energy: -8.298 eV

Cartesian coordinates (Å):
O: 1.545 -0.736 -1.073
C: 1.083 -0.342 0.201
C: 0.534 1.055 0.352
C: -0.954 0.892 0.121
C: -1.253 -0.579 -0.551
C: -0.302 -0.873 0.525
N: -0.402 0.835 1.469
H: 2.280 -0.151 -1.296
H: 1.773 -0.642 0.999
H: 1.100 1.970 0.160
H: -1.678 1.609 -0.215
H: -0.889 -0.533 -1.585
H: -2.259 -1.016 -0.457
H: -0.578 -1.489 1.351

Results of the Mulliken charge analysis, in e, for atoms 1 through 5: number 1, O, carries -0.55; number 2, C, carries 0.28; number 3, C, carries -0.27; number 4, C, carries -0.26; number 5, C, carries -0.75